(1)
Entry from the Open Molecules 2025 dataset: a 6-piece molecular cluster, C16H47N3O8 overall in a non-equilibrium geometry (wB97M-V/def2-TZVPD).

ΔE to the lowest compared entry with this formula, charge and spin = 4.3894 eV
Calculated total energy = -1403.7463 hartree
SMILES = COC[C@H](C)N.COC[C@H](C)N.COC[C@H](C)N.OCCO.OCCO.O
M = 409.56 g/mol
HOMO energy = -9.23 eV

Each line ends with the Löwdin charge.
CARTESIAN COORDINATES (ANGSTROEM)
C (3.789, -3.501, 0.354)  -0.059
C (2.659, -4.379, -0.235)  -0.434
C (2.881, -4.372, -1.778)  -0.233
O (3.040, -3.106, -2.347)  -0.191
C (1.861, -2.252, -2.235)  -0.078
N (2.568, -5.656, 0.442)  0.031
H (4.804, -3.870, 0.211)  0.083
H (3.453, -3.264, 1.363)  0.074
H (3.907, -2.549, -0.164)  0.066
H (1.648, -3.990, -0.116)  0.124
H (2.227, -4.988, -2.395)  0.121
H (3.822, -4.860, -2.031)  0.121
H (1.502, -2.080, -1.221)  0.070
H (0.960, -2.822, -2.463)  0.079
H (1.867, -1.344, -2.838)  0.090
H (3.476, -6.098, 0.408)  0.069
H (2.319, -5.437, 1.396)  0.068
C (2.727, 2.649, 1.236)  -0.043
C (2.286, 4.151, 1.220)  -0.474
C (2.438, 4.829, 2.572)  -0.181
O (1.639, 6.065, 2.562)  -0.200
C (1.409, 6.425, 3.878)  -0.140
N (2.941, 4.915, 0.233)  0.049
H (2.519, 2.089, 2.148)  0.067
H (3.805, 2.499, 1.183)  0.072
H (2.357, 2.200, 0.315)  0.070
H (1.207, 4.140, 1.061)  0.128
H (3.454, 4.921, 2.954)  0.132
H (1.923, 4.111, 3.211)  0.105
H (2.391, 6.516, 4.341)  0.097
H (0.684, 5.709, 4.266)  0.083
H (0.730, 7.268, 3.745)  0.093
H (2.315, 5.694, 0.087)  0.075
H (2.868, 4.458, -0.665)  0.069
C (-5.457, -5.615, -0.581)  -0.101
C (-4.432, -4.686, -0.139)  -0.487
C (-4.652, -3.194, -0.650)  -0.115
O (-4.260, -3.218, -2.064)  -0.209
C (-4.198, -1.985, -2.732)  -0.138
N (-4.359, -4.711, 1.263)  0.033
H (-5.790, -5.636, -1.618)  0.084
H (-6.383, -5.325, -0.084)  0.084
H (-5.249, -6.663, -0.368)  0.085
H (-3.530, -5.106, -0.586)  0.143
H (-3.906, -2.559, -0.171)  0.109
H (-5.583, -2.650, -0.490)  0.120
H (-5.146, -1.461, -2.605)  0.084
H (-3.958, -1.705, -3.758)  0.079
H (-3.278, -1.516, -2.383)  0.080
H (-5.224, -4.330, 1.621)  0.078
H (-4.410, -5.695, 1.485)  0.074
O (-1.124, 1.537, -0.669)  -0.053
H (-1.025, 1.830, 0.237)  0.023
H (-1.727, 2.168, -1.062)  0.028
C (2.394, 5.097, -4.853)  -0.235
C (1.036, 4.398, -4.594)  -0.228
O (1.275, 3.215, -3.818)  -0.090
O (2.229, 6.353, -5.528)  -0.062
H (2.962, 4.459, -5.530)  0.119
H (2.994, 5.117, -3.943)  0.114
H (0.538, 4.042, -5.496)  0.120
H (0.457, 5.063, -3.953)  0.113
H (0.459, 2.961, -3.381)  0.071
H (1.703, 6.884, -4.926)  0.075
C (-0.888, -0.216, 3.808)  -0.250
C (-2.370, -0.672, 3.808)  -0.234
O (-3.160, -0.207, 4.897)  -0.077
O (-0.942, 1.153, 4.016)  -0.073
H (-0.412, -0.504, 2.870)  0.115
H (-0.444, -0.675, 4.691)  0.121
H (-2.289, -1.758, 3.867)  0.115
H (-2.999, -0.383, 2.965)  0.113
H (-3.054, 0.727, 5.093)  0.075
H (-0.277, 1.397, 4.664)  0.091

---

(2)
Entry from the Open Molecules 2025 dataset: C16H48BeNO19 as an isolated structure in a non-equilibrium geometry (wB97M-V/def2-TZVPD).

ΔE to the lowest compared entry with this formula, charge and spin = 3.6450 eV
Calculated total energy = -2136.8358 hartree
M = 567.56 g/mol
HOMO energy = -10.68 eV
Net charge = +1

Each line ends with the Löwdin charge.
CARTESIAN COORDINATES (ANGSTROEM)
Be (5.574, -23.570, 13.565)  1.211
N (3.230, -21.075, 14.878)  -0.572
O (4.319, -21.591, 14.711)  -0.029
O (2.993, -20.334, 15.802)  0.039
O (2.430, -21.164, 13.929)  -0.025
C (0.818, -17.597, 14.960)  -0.187
C (-0.386, -16.785, 14.616)  -0.246
O (-1.494, -17.513, 14.111)  -0.057
O (1.421, -18.203, 13.783)  -0.084
H (0.479, -18.419, 15.591)  0.110
H (1.597, -17.015, 15.453)  0.127
H (-0.168, -15.999, 13.893)  0.127
H (-0.714, -16.328, 15.550)  0.119
H (-2.178, -16.926, 13.779)  0.091
H (2.026, -18.919, 13.992)  0.047
C (5.700, -19.804, 18.445)  -0.222
C (5.124, -18.458, 18.024)  -0.255
O (4.915, -18.294, 16.651)  -0.042
O (7.148, -19.916, 18.374)  -0.083
H (5.318, -20.668, 17.902)  0.101
H (5.454, -19.979, 19.493)  0.115
H (5.771, -17.666, 18.401)  0.127
H (4.190, -18.318, 18.568)  0.091
H (4.204, -18.933, 16.559)  0.030
H (7.401, -19.324, 19.086)  0.074
C (1.345, -18.997, 18.512)  -0.235
C (1.778, -20.256, 19.331)  -0.220
O (0.908, -21.363, 19.159)  -0.089
O (0.064, -18.486, 18.809)  -0.041
H (1.357, -19.163, 17.435)  0.089
H (2.168, -18.320, 18.743)  0.096
H (1.741, -20.173, 20.417)  0.116
H (2.732, -20.709, 19.060)  0.100
H (0.064, -21.059, 18.816)  0.076
H (0.083, -17.938, 19.597)  0.095
C (8.275, -21.249, 13.902)  -0.201
C (7.126, -20.379, 13.321)  -0.158
O (6.274, -21.158, 12.454)  -0.091
O (7.963, -22.557, 14.337)  -0.084
H (8.946, -20.811, 14.641)  0.135
H (9.034, -21.359, 13.127)  0.118
H (7.546, -19.567, 12.727)  0.137
H (6.422, -20.079, 14.097)  0.113
H (5.763, -20.558, 11.906)  0.104
H (8.684, -22.852, 14.899)  0.108
C (3.231, -25.337, 11.485)  -0.185
C (2.685, -23.899, 11.659)  -0.247
O (3.708, -23.001, 11.519)  -0.056
O (4.435, -25.572, 12.192)  -0.088
H (3.571, -25.443, 10.455)  0.126
H (2.511, -26.118, 11.728)  0.132
H (2.264, -23.735, 12.651)  0.093
H (1.956, -23.626, 10.895)  0.129
H (3.715, -22.649, 10.626)  0.118
H (4.599, -26.517, 12.153)  0.109
C (-0.249, -20.055, 11.617)  -0.245
C (0.920, -20.568, 10.752)  -0.254
O (2.189, -20.208, 11.207)  -0.058
O (-0.212, -18.657, 11.590)  -0.060
H (-0.187, -20.481, 12.618)  0.098
H (-1.223, -20.387, 11.258)  0.121
H (0.789, -20.245, 9.719)  0.122
H (0.799, -21.644, 10.630)  0.085
H (2.348, -20.501, 12.107)  0.030
H (0.488, -18.349, 12.170)  0.041
C (0.118, -23.721, 14.830)  -0.197
C (-0.676, -23.540, 13.514)  -0.185
O (-1.627, -24.588, 13.235)  -0.043
O (0.891, -24.879, 14.733)  -0.096
H (-0.395, -23.921, 15.771)  0.131
H (0.818, -22.915, 15.048)  0.112
H (0.111, -23.656, 12.770)  0.091
H (-1.071, -22.547, 13.300)  0.117
H (-1.097, -25.248, 12.782)  0.074
H (0.303, -25.632, 14.635)  0.110
C (4.953, -24.023, 16.737)  -0.221
C (4.096, -25.079, 16.036)  -0.208
O (3.582, -24.627, 14.803)  -0.078
O (6.122, -23.746, 16.005)  -0.063
H (5.211, -24.484, 17.691)  0.135
H (4.386, -23.120, 16.960)  0.123
H (3.339, -25.403, 16.750)  0.140
H (4.657, -25.999, 15.872)  0.128
H (2.624, -24.651, 14.845)  0.041
H (6.666, -23.184, 16.561)  0.109

---

(3)
Entry from the Open Molecules 2025 dataset: C16H48CrHgO12S as an isolated structure in a non-equilibrium geometry (wB97M-V/def2-TZVPD).

Calculated total energy = -3137.0499 hartree
⟨S²⟩ = 8.759
M = 717.20 g/mol
Multiplicity = 6
HOMO energy (alpha / beta) = -9.54 / -11.64 eV
Net charge = +1

Each line ends with the Löwdin spin population.
CARTESIAN COORDINATES (ANGSTROEM)
Hg (-1.724, -2.688, 0.356)  0.483
Cr (0.903, 2.112, 1.113)  3.844
S (-0.280, -0.277, 0.603)  0.051
O (-0.787, 1.054, 0.375)  0.055
O (-0.929, -1.077, 1.613)  0.142
O (-0.320, -1.091, -0.573)  0.050
O (1.050, 0.067, 1.104)  0.040
C (4.621, -0.450, 1.636)  0.001
C (3.815, -1.727, 1.846)  0.000
O (2.630, -1.480, 2.636)  0.001
H (5.047, -0.154, 2.595)  0.000
H (3.963, 0.352, 1.303)  0.001
H (5.406, -0.615, 0.899)  0.000
H (4.476, -2.479, 2.276)  0.000
H (3.476, -2.141, 0.896)  0.000
H (2.062, -0.933, 2.089)  0.000
C (-1.181, -2.597, -3.655)  0.003
C (-0.765, -3.613, -2.602)  0.014
O (-1.869, -3.677, -1.709)  0.147
H (-1.577, -1.710, -3.159)  0.000
H (-1.991, -3.008, -4.257)  0.000
H (-0.309, -2.274, -4.224)  0.001
H (0.117, -3.314, -2.035)  0.005
H (-0.633, -4.587, -3.073)  0.001
H (-2.512, -4.240, -2.146)  0.006
C (-3.044, 1.205, -4.007)  0.000
C (-2.125, 1.745, -2.901)  0.000
O (-2.562, 1.211, -1.667)  0.002
H (-3.030, 0.118, -3.930)  0.000
H (-2.747, 1.465, -5.023)  0.000
H (-4.059, 1.577, -3.865)  0.000
H (-2.204, 2.832, -2.888)  0.000
H (-1.078, 1.476, -3.045)  0.000
H (-1.908, 1.439, -1.003)  0.001
C (3.961, 2.276, -1.594)  0.001
C (2.533, 2.727, -1.714)  0.002
O (1.695, 1.915, -0.984)  0.017
H (4.535, 3.026, -2.139)  0.000
H (4.225, 1.314, -2.033)  0.000
H (4.374, 2.299, -0.586)  0.000
H (2.164, 2.730, -2.740)  0.000
H (2.441, 3.712, -1.257)  0.001
H (1.503, 1.165, -1.551)  0.001
C (-4.993, -2.157, -1.733)  0.003
C (-4.681, -1.358, -0.481)  0.010
O (-3.297, -1.150, -0.448)  0.070
H (-4.741, -1.626, -2.651)  0.000
H (-6.019, -2.521, -1.789)  0.000
H (-4.326, -3.017, -1.681)  0.003
H (-5.001, -1.983, 0.353)  0.005
H (-5.271, -0.453, -0.336)  0.000
H (-3.089, -0.243, -0.685)  0.001
C (-0.494, 4.544, 3.944)  0.001
C (-0.316, 3.057, 4.062)  0.003
O (-0.440, 2.463, 2.750)  0.023
H (-1.353, 4.815, 3.329)  0.000
H (0.366, 5.019, 3.473)  0.000
H (-0.549, 4.990, 4.937)  0.000
H (-1.106, 2.702, 4.724)  0.000
H (0.623, 2.755, 4.527)  0.001
H (-1.376, 2.350, 2.566)  0.001
C (0.176, 0.059, 6.057)  0.000
C (0.114, -0.390, 4.616)  0.001
O (-1.179, -0.459, 4.122)  0.003
H (1.206, 0.382, 6.209)  0.000
H (-0.105, -0.746, 6.736)  0.000
H (-0.555, 0.857, 6.184)  0.000
H (0.713, -1.289, 4.473)  0.000
H (0.672, 0.323, 4.010)  0.000
H (-1.140, -0.684, 3.189)  0.001
C (2.646, -1.405, -1.845)  0.000
C (1.959, -0.910, -3.065)  0.000
O (0.899, -0.150, -2.609)  0.001
H (1.990, -2.037, -1.246)  0.000
H (3.077, -0.644, -1.194)  0.000
H (3.514, -1.967, -2.190)  0.000
H (1.644, -1.785, -3.634)  0.000
H (2.673, -0.392, -3.706)  0.000
H (0.395, -0.629, -1.947)  0.000

---

> Which of these has the lowest calculated total energy?

C16H48CrHgO12S